[1]
# C47H47ClMoN8O3SSiTe

A structure of composition C47H47ClMoN8O3SSiTe at a distorted geometry (the ωB97M-V functional and the def2-TZVPD basis, OMol25).

Each line ends with the Löwdin charge.
Geometry (Å):
Mo1 0.188 -0.265 0.101  1.73
C1 6.991 0.702 0.680  -0.04
C2 5.557 0.310 0.904  -0.23
C3 5.166 -0.413 2.015  0.04
C4 3.844 -0.828 2.223  -0.06
C5 3.567 -1.462 3.553  -0.29
O1 4.276 -1.168 4.494  0.10
C6 2.470 -2.454 3.781  -0.15
C7 1.918 -2.525 5.058  -0.02
C8 1.029 -3.535 5.377  -0.08
C9 0.708 -4.497 4.426  -0.11
C10 1.243 -4.420 3.148  -0.09
C11 2.113 -3.390 2.819  -0.04
C12 2.900 -0.480 1.259  -0.29
O2 1.582 -0.764 1.345  -0.27
C13 3.257 0.312 0.169  -0.15
C14 4.574 0.684 -0.015  0.01
C15 2.144 0.633 -0.775  -0.30
N1 1.618 -0.397 -1.480  -0.13
C16 2.391 -1.625 -1.685  -0.35
C17 3.676 -1.450 -2.485  -0.47
Te1 3.527 -0.457 -4.382  1.28
C18 5.084 0.900 -3.952  -0.57
C19 6.276 0.472 -3.374  -0.16
C20 7.274 1.387 -3.070  -0.10
C21 7.100 2.733 -3.359  -0.09
C22 5.924 3.158 -3.958  -0.09
C23 4.918 2.248 -4.249  -0.15
C24 2.094 2.006 -1.359  -0.16
C25 2.793 3.067 -0.783  -0.06
C26 2.808 4.317 -1.382  -0.09
C27 2.103 4.535 -2.556  -0.08
C28 1.404 3.485 -3.138  -0.08
C29 1.418 2.229 -2.557  -0.08
H1 7.596 0.503 1.563  0.08
H2 7.076 1.760 0.434  0.08
H3 7.419 0.141 -0.154  0.07
H4 5.886 -0.664 2.783  0.13
H5 2.218 -1.796 5.799  0.12
H6 0.605 -3.589 6.371  0.10
H7 0.054 -5.319 4.689  0.10
H8 0.989 -5.164 2.405  0.10
H9 2.530 -3.331 1.823  0.10
H10 4.845 1.286 -0.876  0.13
H11 1.755 -2.330 -2.212  0.06
H12 2.676 -2.103 -0.738  0.09
H13 4.095 -2.439 -2.658  0.05
H14 4.407 -0.865 -1.935  0.02
H15 6.438 -0.579 -3.166  0.10
H16 8.196 1.043 -2.618  0.10
H17 7.880 3.445 -3.124  0.10
H18 5.778 4.206 -4.184  0.10
H19 3.993 2.594 -4.688  0.09
H20 3.330 2.928 0.146  0.11
H21 3.358 5.125 -0.918  0.11
H22 2.099 5.514 -3.016  0.10
H23 0.848 3.641 -4.053  0.10
H24 0.910 1.399 -3.029  0.08
C30 0.389 4.203 1.144  -0.16
Si1 0.037 2.576 2.018  0.42
C31 -0.939 2.863 3.616  -0.16
C32 1.680 1.945 2.654  -0.15
N2 -0.850 1.412 1.028  -0.18
C33 -2.203 1.791 0.846  -0.29
C34 -2.539 3.148 1.006  -0.08
C35 -3.815 3.666 0.918  -0.08
C36 -4.877 2.827 0.635  -0.08
C37 -4.607 1.487 0.443  -0.02
C38 -3.318 0.980 0.527  -0.21
O3 -3.168 -0.376 0.353  -0.03
C39 -4.165 -1.049 -0.330  -0.30
C40 -4.825 -2.074 0.331  -0.01
C41 -5.770 -2.830 -0.349  -0.08
C42 -6.065 -2.552 -1.675  -0.09
C43 -5.414 -1.508 -2.318  -0.07
C44 -4.462 -0.751 -1.653  -0.01
H25 1.324 4.631 1.507  0.04
H26 -0.389 4.954 1.289  0.03
H27 0.488 4.043 0.071  0.03
H28 -1.132 3.925 3.779  0.04
H29 -0.367 2.504 4.474  0.03
H30 -1.909 2.364 3.615  0.03
H31 1.999 2.693 3.385  0.05
H32 2.467 1.863 1.912  0.02
H33 1.606 0.992 3.180  0.03
H34 -1.746 3.857 1.188  0.04
H35 -3.965 4.728 1.057  0.11
H36 -5.890 3.196 0.560  0.10
H37 -5.411 0.800 0.215  0.12
H38 -4.601 -2.268 1.372  0.11
H39 -6.283 -3.631 0.167  0.10
H40 -6.804 -3.139 -2.202  0.10
H41 -5.642 -1.279 -3.350  0.11
H42 -3.964 0.067 -2.150  0.09
Cl1 0.323 -3.602 -0.395  0.51
C45 -0.415 -2.060 -1.000  -0.64
H43 -1.483 -2.196 -0.878  -0.01
H44 -0.176 -1.999 -2.056  0.01
N3 -2.592 -3.740 3.264  0.15
N4 -1.840 -2.631 2.927  -0.26
N5 -1.557 -1.684 3.797  0.17
C46 -0.918 -0.818 3.027  -0.15
N6 -0.840 -1.253 1.762  -0.10
N7 -1.434 -2.428 1.726  0.10
H45 -2.405 -3.929 4.243  0.10
H46 -2.273 -4.505 2.676  0.11
H47 -0.521 0.116 3.377  0.09
S1 -2.189 2.360 -2.969  0.69
C47 -1.435 1.311 -2.053  -0.89
N8 -0.892 0.493 -1.391  -0.10

Values from the calculation:
Molecular weight (g mol⁻¹): 1091.09
Gap between HOMO and LUMO (spin up / spin down) (eV): 5.99 / 5.99
Charge: 0

[2]
# ClH24O16

A cluster of 13 separate species, ClH24O16 in total at a distorted geometry (the ωB97M-V functional and the def2-TZVPD basis, OMol25).

Each line ends with the Löwdin charge.
Geometry (Å):
Cl1 0.125 1.257 -0.994  0.85
O1 0.820 2.083 0.056  -0.36
O2 1.129 0.541 -1.864  -0.34
O3 -0.787 0.257 -0.349  -0.34
O4 -0.660 2.206 -1.824  -0.33
O5 1.096 -0.891 1.581  -0.05
H1 1.630 -0.475 0.902  0.00
H2 1.727 -1.399 2.092  0.08
O6 0.377 3.598 2.389  -0.06
H3 0.454 3.661 1.451  -0.01
H4 0.525 2.673 2.627  0.02
O7 3.233 -1.328 -0.455  -0.05
H5 2.762 -1.065 -1.242  0.01
H6 3.777 -2.075 -0.771  0.08
O8 -3.361 -0.394 1.646  -0.06
H7 -3.740 -0.016 0.843  0.05
H8 -2.628 -0.949 1.398  -0.04
O9 0.498 -2.612 -0.948  -0.03
H9 1.245 -2.578 -0.403  -0.02
H10 -0.076 -1.982 -0.486  0.01
O10 1.830 -2.021 -3.383  -0.06
H11 1.261 -1.269 -3.610  0.01
H12 1.562 -2.348 -2.537  -0.04
O11 -2.539 -1.754 -0.696  -0.06
H13 -3.472 -1.854 -0.373  0.07
H14 -2.286 -0.861 -0.581  -0.04
O12 -0.679 0.011 -3.912  -0.05
H15 -0.221 0.397 -3.169  -0.05
H16 -0.813 0.727 -4.540  0.04
O13 -2.087 3.179 0.428  -0.06
H17 -1.622 3.044 -0.381  -0.05
H18 -1.501 2.707 1.037  -0.02
O14 -1.236 -2.069 1.889  -0.05
H19 -1.280 -2.584 2.726  0.08
H20 -0.464 -1.534 2.018  -0.03
O15 -1.231 1.258 2.540  -0.03
H21 -2.027 0.856 2.316  -0.03
H22 -0.525 0.633 2.295  0.02
O16 3.174 1.051 1.098  -0.05
H23 2.491 1.539 0.653  -0.02
H24 3.518 0.383 0.534  -0.02

Values from the calculation:
Molecular weight (g mol⁻¹): 315.63
Gap between HOMO and LUMO (eV): 9.85
Charge: -1

[3]
# C2H6NO3

A cluster of 2 separate species, C2H6NO3 in total at a distorted geometry (the ωB97M-V functional and the def2-TZVPD basis, OMol25).

Each line ends with the Löwdin charge.
Geometry (Å):
O1 0.598 -2.365 0.715  -0.04
C1 -0.579 -2.095 0.466  -0.43
N1 -1.003 -1.215 -0.440  0.03
C2 -0.158 -0.030 -0.510  -0.50
O2 -0.969 1.081 -0.690  -0.40
H1 -1.413 -2.657 0.785  0.09
H2 -1.980 -1.382 -0.567  0.11
H3 0.577 0.122 0.410  0.11
H4 0.461 -0.136 -1.398  0.08
H5 1.678 2.159 0.591  0.06
H6 0.954 3.366 0.203  -0.01
O3 1.835 3.152 0.435  -0.10

Values from the calculation:
Molecular weight (g mol⁻¹): 92.07
Gap between HOMO and LUMO (eV): 6.85
Charge: -1

[4]
# CH2N2O2

An isolated molecule of CH2N2O2 at a distorted geometry (the ωB97M-V functional and the def2-TZVPD basis, OMol25).

Each line ends with the Löwdin charge.
Geometry (Å):
C1 1.104 -0.013 -0.145  -0.26
N1 -0.954 -1.132 0.185  0.08
N2 0.121 0.781 0.221  0.01
O1 2.264 -0.172 -0.082  0.15
O2 -1.138 0.276 0.045  -0.20
H1 -1.571 -1.542 -0.519  0.04
H2 0.174 1.802 0.295  0.18

Values from the calculation:
Molecular weight (g mol⁻¹): 74.04
Gap between HOMO and LUMO (spin up / spin down) (eV): 9.18 / 7.53
Charge: 0

[5]
# C3H7ClN3

A cluster of 2 separate species, C3H7ClN3 in total at a distorted geometry (the ωB97M-V functional and the def2-TZVPD basis, OMol25).

Each line ends with the Löwdin charge.
Geometry (Å):
C1 3.259 -0.540 -0.510  -0.53
C2 -0.206 -0.318 0.394  -0.28
C3 -2.183 0.803 -0.434  -0.05
N1 3.307 -1.369 -1.330  0.30
N2 -0.377 0.097 1.639  0.08
N3 -1.114 -0.198 -0.541  -0.07
Cl1 3.284 0.753 0.497  0.94
H1 -1.741 1.773 -0.337  0.08
H2 -2.695 0.542 0.510  0.09
H3 -2.837 0.896 -1.200  0.05
H4 3.212 -2.394 -1.495  0.19
H5 0.177 -0.118 2.436  0.08
H6 -1.191 0.563 1.815  0.04
H7 -0.896 -0.490 -1.443  0.08

Values from the calculation:
Molecular weight (g mol⁻¹): 120.56
Gap between HOMO and LUMO (eV): 5.83
Charge: +1

[6]
# C4H6O2

A cluster of 2 separate species, C4H6O2 in total (the ωB97M-V functional and the def2-TZVPD basis, OMol25).

Each line ends with the Löwdin charge.
Geometry (Å):
C1 -1.908 -0.036 0.575  -0.14
O1 -1.336 1.259 0.241  -0.05
C2 -0.120 0.799 -0.013  0.00
C3 -0.520 -0.634 0.343  -0.15
O2 2.374 -0.838 -0.533  -0.05
C4 2.306 0.332 -0.833  -0.23
H1 -2.688 -0.293 -0.145  0.12
H2 -2.308 -0.034 1.591  0.12
H3 -0.396 -1.358 -0.467  0.11
H4 0.007 -1.011 1.226  0.12
H5 2.637 1.143 -0.160  0.07
H6 1.951 0.671 -1.826  0.08

Values from the calculation:
Molecular weight (g mol⁻¹): 86.09
Gap between HOMO and LUMO (eV): 9.83
Charge: 0